C45H114N6O15 | ωB97M-V/def2-TZVPD

Output
- largest force on an atom (eV Å⁻¹) = 3.11
- structure (SMILES) = COCCNCCOC.COCCNCCOC.COCCNCCOC.COCCNCCOC.COCCNCCOC.COCCNCCOC.CC(C)O.CC(C)O.CC(C)O
- LUMO energy (eV) = 0.3924
- HOMO (eV) = -8.277

CARTESIAN COORDINATES (ANGSTROEM)
C -0.291 -0.855 -7.024
O -0.531 -2.225 -7.239
C 0.690 -3.008 -7.038
C 0.345 -4.460 -7.357
N -0.924 -4.789 -6.637
C -1.509 -6.061 -7.129
C -2.718 -6.493 -6.270
O -3.139 -7.780 -6.688
C -4.424 -8.143 -6.329
H 0.510 -0.451 -7.644
H 0.204 -0.766 -6.057
H -1.140 -0.180 -6.917
H 0.931 -2.938 -5.977
H 1.499 -2.646 -7.673
H 1.160 -5.121 -7.063
H 0.211 -4.599 -8.430
H -1.564 -4.015 -6.748
H -0.797 -6.883 -7.063
H -1.898 -6.113 -8.147
H -3.422 -5.670 -6.394
H -2.380 -6.556 -5.236
H -4.653 -8.357 -5.286
H -4.622 -9.050 -6.900
H -5.162 -7.457 -6.746
C -5.411 12.591 -4.869
O -4.875 12.265 -3.613
C -5.154 13.210 -2.584
C -4.423 12.825 -1.238
N -4.548 11.425 -0.903
C -3.753 10.979 0.248
C -3.680 9.418 0.399
O -3.316 8.695 -0.767
C -3.479 7.326 -0.694
H -5.182 11.828 -5.613
H -4.911 13.479 -5.255
H -6.487 12.767 -4.897
H -6.217 13.219 -2.347
H -4.723 14.156 -2.914
H -4.706 13.484 -0.417
H -3.363 13.017 -1.404
H -4.535 10.814 -1.706
H -4.184 11.337 1.183
H -2.773 11.453 0.200
H -4.652 9.116 0.788
H -3.065 9.251 1.283
H -2.772 6.930 0.035
H -3.307 6.819 -1.643
H -4.436 6.997 -0.291
C 3.159 -0.633 10.054
O 3.940 -0.013 9.033
C 3.193 0.992 8.360
C 4.105 1.677 7.259
N 5.104 2.647 7.726
C 4.651 3.808 8.426
C 5.769 4.607 9.101
O 6.611 3.904 10.019
C 7.304 4.735 10.957
H 3.817 -1.138 10.762
H 2.521 -1.368 9.564
H 2.546 0.097 10.583
H 2.698 1.726 8.996
H 2.348 0.516 7.864
H 3.447 2.183 6.552
H 4.572 0.859 6.710
H 5.610 2.205 8.480
H 4.092 3.408 9.271
H 4.097 4.442 7.734
H 5.238 5.392 9.639
H 6.419 5.109 8.384
H 6.561 5.170 11.625
H 7.873 5.547 10.503
H 8.049 4.215 11.560
C 10.494 3.391 1.709
O 11.320 2.260 1.667
C 12.110 2.228 0.512
C 12.808 0.851 0.206
N 11.731 -0.026 -0.322
C 12.131 -1.411 -0.577
C 10.947 -2.266 -0.982
O 10.137 -2.500 0.151
C 8.881 -3.060 -0.155
H 9.793 3.248 2.531
H 9.872 3.460 0.817
H 11.039 4.328 1.823
H 12.874 2.975 0.728
H 11.528 2.587 -0.336
H 13.260 0.430 1.105
H 13.575 1.154 -0.506
H 10.904 -0.041 0.258
H 12.668 -1.872 0.252
H 12.858 -1.414 -1.389
H 11.378 -3.203 -1.336
H 10.410 -1.929 -1.868
H 8.427 -3.447 0.757
H 9.011 -3.849 -0.896
H 8.206 -2.290 -0.530
C -0.988 8.289 8.151
O -2.328 7.958 8.017
C -2.636 6.547 8.230
C -4.146 6.196 7.994
N -4.496 4.817 8.209
C -3.806 3.958 7.260
C -4.264 2.466 7.415
O -3.760 1.689 6.349
C -4.309 0.336 6.342
H -0.359 7.783 7.418
H -0.667 8.013 9.155
H -0.834 9.354 7.977
H -2.398 6.325 9.271
H -2.057 5.959 7.518
H -4.436 6.621 7.033
H -4.665 6.686 8.818
H -5.456 4.759 7.902
H -2.740 4.070 7.458
H -4.008 4.231 6.224
H -5.334 2.413 7.618
H -3.861 2.112 8.364
H -4.289 -0.080 7.349
H -3.715 -0.337 5.724
H -5.329 0.393 5.963
C -6.619 -1.610 -6.905
O -5.875 -1.233 -8.014
C -5.898 0.141 -8.238
C -6.062 0.448 -9.753
N -4.780 0.232 -10.492
C -4.693 -1.099 -11.102
C -3.419 -1.062 -11.887
O -3.308 -2.202 -12.716
C -4.261 -2.468 -13.714
H -7.663 -1.301 -6.954
H -6.225 -1.085 -6.035
H -6.675 -2.698 -6.887
H -5.078 0.626 -7.708
H -6.779 0.616 -7.805
H -6.288 1.514 -9.795
H -6.891 -0.099 -10.204
H -3.954 0.203 -9.912
H -5.517 -1.302 -11.787
H -4.526 -1.766 -10.256
H -2.546 -1.134 -11.238
H -3.309 -0.160 -12.489
H -5.261 -2.688 -13.341
H -4.080 -3.382 -14.279
H -4.373 -1.629 -14.401
C 0.301 -3.221 1.343
C -0.429 -3.395 0.048
C -1.018 -2.068 -0.413
O 0.588 -3.944 -0.834
H 1.252 -2.689 1.331
H 0.462 -4.235 1.709
H -0.303 -2.767 2.129
H -1.268 -4.047 0.291
H -0.251 -1.516 -0.956
H -1.527 -1.616 0.438
H -1.789 -2.087 -1.183
H 0.219 -4.015 -1.717
C 2.806 -10.194 0.831
C 1.873 -11.275 0.215
C 2.290 -11.681 -1.213
O 1.858 -12.407 1.045
H 2.909 -9.343 0.158
H 3.788 -10.544 1.152
H 2.299 -9.780 1.702
H 0.934 -10.724 0.166
H 1.695 -12.492 -1.632
H 3.330 -12.008 -1.212
H 2.152 -10.828 -1.878
H 2.515 -13.011 0.691
C -5.646 -10.114 2.232
C -5.155 -10.933 3.365
C -4.257 -10.195 4.372
O -6.287 -11.384 4.033
H -6.055 -9.247 2.751
H -6.413 -10.583 1.614
H -4.804 -9.911 1.571
H -4.671 -11.867 3.081
H -3.555 -9.555 3.838
H -3.697 -10.833 5.055
H -4.906 -9.458 4.844
H -6.788 -11.924 3.417

Here are the Löwdin charges for atoms 1 to 2, given in e: atom 1 (C): -0.13, atom 2 (O): -0.21


C45H117N3O15 | ωB97M-V/def2-TZVPD

Output
- largest force on an atom (eV Å⁻¹) = 2.54
- structure (SMILES) = COCCNCCOC.COCCNCCOC.COCCNCCOC.CC(C)O.CC(C)O.CC(C)O.CC(C)O.CC(C)O.CC(C)O.CC(C)O.CC(C)O.CC(C)O
- LUMO energy (eV) = 0.4111
- HOMO (eV) = -8.619

CARTESIAN COORDINATES (ANGSTROEM)
C -0.825 4.384 -1.845
O -0.665 5.133 -3.026
C -0.838 4.360 -4.202
C -0.264 5.176 -5.343
N -0.797 4.824 -6.664
C -0.052 5.423 -7.771
C -0.034 6.954 -7.802
O 0.831 7.434 -8.824
C 0.268 7.396 -10.114
H -1.693 3.721 -1.899
H -1.001 5.095 -1.030
H 0.090 3.880 -1.517
H -1.897 4.115 -4.339
H -0.254 3.442 -4.069
H 0.820 5.048 -5.352
H -0.441 6.241 -5.153
H -1.773 5.092 -6.729
H -0.589 5.162 -8.687
H 0.909 4.914 -7.834
H 0.314 7.431 -6.886
H -1.046 7.334 -7.990
H -0.701 7.888 -10.255
H 0.069 6.356 -10.410
H 1.021 7.787 -10.792
C 3.039 -5.635 7.699
O 1.697 -5.208 7.643
C 1.510 -4.289 6.580
C 0.162 -3.603 6.797
N -0.638 -3.278 5.620
C 0.046 -2.499 4.601
C -0.797 -2.156 3.402
O -1.451 -3.237 2.796
C -1.603 -3.067 1.403
H 3.369 -6.197 6.819
H 3.093 -6.286 8.571
H 3.737 -4.806 7.848
H 1.504 -4.866 5.643
H 2.287 -3.522 6.473
H 0.266 -2.628 7.292
H -0.444 -4.166 7.508
H -0.919 -4.145 5.169
H 0.945 -3.033 4.227
H 0.517 -1.608 5.031
H -0.182 -1.643 2.652
H -1.509 -1.401 3.772
H -0.718 -3.459 0.879
H -1.753 -2.040 1.057
H -2.466 -3.673 1.125
C 2.114 -2.084 9.566
O 1.341 -0.964 9.164
C 2.111 0.218 8.990
C 1.308 1.257 8.235
N 0.589 0.670 7.120
C -0.445 1.557 6.630
C -1.033 1.098 5.315
O -2.027 2.041 4.958
C -2.790 1.761 3.805
H 1.460 -2.791 10.071
H 2.763 -1.733 10.381
H 2.641 -2.507 8.713
H 3.047 -0.079 8.498
H 2.374 0.581 9.993
H 2.015 2.003 7.870
H 0.628 1.715 8.969
H 0.205 -0.220 7.411
H -0.114 2.593 6.518
H -1.247 1.652 7.386
H -1.475 0.097 5.377
H -0.236 1.153 4.560
H -2.271 1.371 2.927
H -3.359 2.667 3.598
H -3.560 1.021 4.079
C -3.624 -3.491 -1.858
C -5.107 -3.279 -1.597
C -5.947 -3.227 -2.862
O -5.648 -4.272 -0.728
H -2.974 -3.023 -1.121
H -3.368 -2.987 -2.798
H -3.324 -4.531 -2.007
H -5.194 -2.332 -1.058
H -5.763 -2.366 -3.510
H -7.011 -3.198 -2.629
H -5.775 -4.123 -3.469
H -5.495 -5.141 -1.113
C 0.954 -3.960 -2.011
C 1.189 -5.116 -1.048
C 0.401 -6.335 -1.500
O 2.588 -5.412 -1.049
H -0.076 -3.601 -1.891
H 1.041 -4.225 -3.066
H 1.592 -3.085 -1.867
H 0.890 -4.829 -0.038
H 0.623 -7.116 -0.758
H 0.716 -6.749 -2.456
H -0.686 -6.265 -1.429
H 2.814 -5.524 -0.115
C 0.845 -0.210 -0.510
C -0.535 0.397 -0.650
C -1.384 -0.165 -1.752
O -1.269 0.458 0.571
H 1.302 -0.439 -1.474
H 0.752 -1.143 0.059
H 1.553 0.438 0.010
H -0.377 1.460 -0.905
H -1.890 -1.086 -1.440
H -0.948 -0.372 -2.730
H -2.177 0.547 -2.009
H -0.707 0.801 1.278
C 1.925 3.916 0.811
C 1.290 3.438 2.113
C -0.115 3.955 2.317
O 1.108 1.990 2.112
H 1.564 4.899 0.505
H 1.610 3.237 0.013
H 3.014 3.910 0.813
H 1.976 3.643 2.939
H -0.185 5.042 2.225
H -0.481 3.713 3.315
H -0.743 3.510 1.543
H 1.973 1.605 2.295
C -3.473 1.393 -7.518
C -2.767 2.019 -6.336
C -3.168 1.389 -5.011
O -1.340 1.993 -6.508
H -3.146 0.370 -7.734
H -3.371 1.957 -8.445
H -4.535 1.246 -7.303
H -3.038 3.083 -6.323
H -4.246 1.232 -4.958
H -2.928 2.089 -4.204
H -2.638 0.470 -4.762
H -1.005 2.913 -6.497
C -4.410 1.534 0.322
C -5.205 2.810 0.527
C -4.893 3.805 -0.593
O -6.606 2.459 0.485
H -4.499 0.876 1.194
H -3.359 1.757 0.159
H -4.856 0.918 -0.460
H -4.940 3.356 1.436
H -4.727 3.347 -1.574
H -3.990 4.374 -0.359
H -5.724 4.489 -0.777
H -6.978 2.874 1.269
C 2.263 -0.266 -4.536
C 1.244 0.221 -5.546
C 1.041 -0.661 -6.733
O 0.007 0.332 -4.787
H 1.988 -1.195 -4.032
H 2.397 0.439 -3.713
H 3.232 -0.342 -5.039
H 1.479 1.270 -5.765
H 0.395 -0.278 -7.519
H 0.765 -1.669 -6.419
H 2.018 -0.819 -7.217
H -0.598 0.920 -5.281
C 4.798 -0.681 -0.648
C 5.775 -0.382 0.480
C 7.190 -0.823 0.141
O 5.795 1.029 0.752
H 4.823 -1.768 -0.789
H 5.198 -0.227 -1.553
H 3.765 -0.434 -0.422
H 5.519 -0.862 1.427
H 7.308 -1.906 0.081
H 7.893 -0.514 0.920
H 7.533 -0.339 -0.779
H 6.431 1.438 0.157
C 2.928 -2.915 1.529
C 3.697 -4.090 2.085
C 4.012 -3.936 3.546
O 2.855 -5.257 1.858
H 2.606 -3.017 0.489
H 3.565 -2.025 1.533
H 2.002 -2.661 2.052
H 4.569 -4.295 1.460
H 3.149 -4.261 4.137
H 4.256 -2.954 3.956
H 4.864 -4.554 3.848
H 2.980 -5.842 2.613

Here are the Löwdin charges for atoms 1 to 2, given in e: atom 1 (C): -0.11, atom 2 (O): -0.18


Question: The lowest HOMO belongs to which entry?
Answer: C45H117N3O15